2 unconnected molecules or ions with the total composition CH3BO4 in a non-equilibrium geometry. Source: OMol25; level of theory: ωB97M-V/def2-TZVPD.

Computed properties:
**SMILES string**: O=BO.O=CO
**2S+1**: 1

Geometry (Å):
1 O -0.87 -1.18 -0.29
2 B -1.65 -0.33 0.02
3 O -2.55 0.54 0.37
4 H -2.33 1.47 0.44
5 O 1.07 1.40 -0.30
6 C 1.38 0.25 -0.33
7 O 1.70 -0.44 0.76
8 H 1.46 -0.33 -1.27
9 H 1.79 -1.38 0.60



2 unconnected molecules or ions with the total composition H2 in a non-equilibrium geometry. Source: OMol25; level of theory: ωB97M-V/def2-TZVPD.

Computed properties:
**2S+1**: 1

Geometry (Å):
1 H 0.00 0.00 0.91
2 H 0.00 0.00 -0.91



A single C2H8ClN2P molecule in a non-equilibrium geometry. Source: OMol25; level of theory: ωB97M-V/def2-TZVPD.

Computed properties:
**SMILES string**: CNP(Cl)NC
**2S+1**: 1

Geometry (Å):
1 C 2.09 -1.68 -0.02
2 N 1.28 -0.39 0.02
3 P -0.18 -0.29 -0.87
4 Cl -1.38 -1.76 -0.07
5 N -0.74 1.23 0.08
6 C -2.09 1.63 0.11
7 H 1.86 -2.51 0.74
8 H 2.07 -2.15 -1.07
9 H 3.15 -1.28 0.12
10 H 1.49 0.35 0.62
11 H -0.08 1.90 -0.31
12 H -2.58 2.07 -0.81
13 H -2.54 0.68 0.38
14 H -2.35 2.21 1.08



A single C4H6N2O2 molecule in a non-equilibrium geometry. Source: OMol25; level of theory: ωB97M-V/def2-TZVPD.

Computed properties:
**SMILES string**: [H]/N=C/N(O)/C=C\C=O
**2S+1**: 1

Geometry (Å):
1 H 1.25 -3.27 -2.10
2 N 1.03 -2.20 -1.54
3 C 0.39 -1.97 -0.39
4 N 0.23 -0.63 -0.06
5 O 1.45 0.29 -0.21
6 C -0.52 -0.16 0.98
7 C -0.82 1.21 0.94
8 C -0.71 2.25 0.12
9 O -0.61 2.30 -1.21
10 H -0.23 -2.56 0.05
11 H 0.99 1.00 -1.01
12 H -0.63 -1.05 1.67
13 H -1.12 1.34 2.09
14 H -0.70 3.43 0.66



Orbital gap (Eh)
0.4004; 0.3304; 0.3496; 0.2987
Energy above the lowest of the compared OMol25 structures with the same formula, charge and spin (eV)
1.758; 4.462; 0.575; 8.343